1.
{
  "formula": "C5H10N",
  "method": "ωB97M-V/def2-TZVPD",
  "e_above_lowest_kcal_mol": 72.3,
  "charge": 1,
  "molar_mass_g_mol": 84.1,
  "symbols": ["C", "C", "C", "C", "C", "N", "H", "H", "H", "H", "H", "H", "H", "H", "H", "H"],
  "positions_angstrom": [[-2.7533, 2.2876, 1.1159], [0.0630, 1.3771, 0.7719], [1.3221, 0.7989, 0.4453], [-2.3811, 1.0266, 1.4338], [-1.0600, 0.5434, 1.2466], [2.8452, -3.7683, -2.7203], [-3.7730, 2.5895, 1.1081], [-2.0161, 3.0843, 1.0237], [-0.0602, 2.4532, 0.7698], [1.5494, -0.2104, 0.4797], [2.1493, 1.5331, 0.2723], [-3.1044, 0.2872, 1.5848], [-0.9660, -0.4725, 1.2279], [3.3921, -4.4897, -3.1197], [2.8448, -2.9606, -3.2349], [1.9479, -4.0795, -2.4049]]
}

---

2.
{
  "formula": "C5H10N",
  "method": "ωB97M-V/def2-TZVPD",
  "e_above_lowest_kcal_mol": 73.6,
  "charge": 1,
  "molar_mass_g_mol": 84.1,
  "smiles": "C/C=C(/C)C=[NH2+]",
  "symbols": ["C", "C", "C", "C", "C", "N", "H", "H", "H", "H", "H", "H", "H", "H", "H", "H"],
  "positions_angstrom": [[1.1384, -0.7933, 1.9712], [1.2690, -0.1885, 0.6038], [0.4895, -0.0374, -0.4514], [0.5847, 0.0502, -1.9444], [-1.2537, 0.3485, 0.0749], [-2.4122, 0.7179, -0.4238], [0.6605, -0.0233, 2.6581], [2.0489, -0.9842, 2.4282], [0.4164, -1.6042, 2.0129], [2.4128, -0.0843, 0.2580], [1.5473, -0.0305, -2.2440], [0.3372, 0.9214, -2.4176], [-0.1616, -0.7104, -2.4993], [-1.3308, 0.5764, 1.1788], [-2.7609, 0.5322, -1.3489], [-2.9854, 1.3097, 0.1435]]
}

---

3.
{
  "formula": "C5H10N",
  "method": "ωB97M-V/def2-TZVPD",
  "e_above_lowest_kcal_mol": 47.4,
  "charge": 1,
  "molar_mass_g_mol": 84.1,
  "smiles": "CC1(C=[NH2+])CC1",
  "symbols": ["C", "C", "C", "N", "C", "C", "H", "H", "H", "H", "H", "H", "H", "H", "H", "H"],
  "positions_angstrom": [[0.0149, 1.5522, 0.5111], [-0.1435, 0.0687, 0.1630], [0.8100, -0.4964, -0.8544], [1.7199, -0.2124, -1.8606], [-0.4600, -0.8551, 1.3639], [-1.5125, -0.5489, 0.3888], [-0.5287, 2.1704, -0.3283], [0.9787, 1.8325, 0.7234], [-0.6220, 1.6516, 1.3703], [0.6327, -1.5044, -0.9430], [2.0376, 0.7082, -2.2526], [1.9118, -1.0327, -2.4324], [-0.5805, -0.3724, 2.3224], [-0.0202, -1.8168, 1.5469], [-1.9707, -1.1897, -0.3526], [-2.2676, 0.0452, 0.6342]]
}